# 1
48
Properties=species:S:1:pos:R:3 method="wB97M-V/def2-TZVPD" e_homo_ev=-8.211 largest_force_ev_per_a=1.8 lumo_ev=0.663 homo_lumo_gap_ev=8.9
C 0.85820 -2.19998 3.36712
C 1.84632 -1.79637 2.31810
O 1.03424 -1.43664 1.18445
C 1.76603 -1.08080 0.12170
O 2.98996 -1.17694 0.15245
C 0.89998 -0.58392 -1.03043
C 1.69395 -0.60489 -2.33709
C 3.08551 -0.49472 -2.41964
C 3.72609 -0.85255 -3.62205
N 3.04901 -1.26864 -4.68688
C 1.71810 -1.28966 -4.65309
C 0.99269 -0.92936 -3.50459
C 0.35036 0.74914 -0.56852
C -0.73613 0.55227 0.51409
C -0.41900 0.93541 1.82033
C -1.37830 0.99380 2.81178
C -2.68744 0.52377 2.54027
O -3.55160 0.53759 3.59355
C -4.87366 -0.02475 3.46116
C -3.00684 0.06150 1.24008
C -2.01257 0.04775 0.25389
N 0.01570 1.66899 -1.62946
C 1.13682 2.43902 -2.14672
C -1.24994 2.37981 -1.61300
H 1.35731 -2.51891 4.28301
H 0.18265 -1.37367 3.61361
H 0.24868 -3.03383 3.00724
H 2.44755 -0.93581 2.62481
H 2.51416 -2.60899 2.02850
H 0.06734 -1.31073 -1.14725
H 3.71987 -0.24321 -1.57684
H 4.81733 -0.83707 -3.67322
H 1.17793 -1.63579 -5.54181
H -0.09978 -0.99960 -3.50855
H 1.15875 1.25625 -0.02423
H 0.60818 1.20297 2.08654
H -1.14523 1.36746 3.81041
H -5.24704 -0.02619 4.48632
H -5.50484 0.60760 2.82284
H -4.84401 -1.04701 3.06125
H -4.02470 -0.27937 1.00007
H -2.23872 -0.37528 -0.73098
H 0.76329 3.18085 -2.85559
H 1.70683 2.98260 -1.37436
H 1.84151 1.79253 -2.67408
H -1.19462 3.19457 -2.35000
H -2.04453 1.67879 -1.90509
H -1.51538 2.81201 -0.63008

# 2
7
Properties=species:S:1:pos:R:3 method="wB97M-V/def2-TZVPD" e_homo_ev="-9.500 / -11.167" largest_force_ev_per_a=3.8 lumo_ev="0.166 / -3.819" homo_lumo_gap_ev="9.7 / 7.3" multiplicity=3
C -0.31273 -0.69152 0.06681
N -0.85910 0.69039 0.04424
O -1.24650 1.14796 -1.01924
O -0.81513 1.31944 1.10233
Cl -0.34233 -1.37668 -1.47364
Cl 0.56598 -1.22600 1.29519
Br 3.00980 0.13640 -0.01569

# 3
121
Properties=species:S:1:pos:R:3 method="wB97M-V/def2-TZVPD" e_homo_ev=-1.439 largest_force_ev_per_a=1.6 total_charge=-2 lumo_ev=3.316 homo_lumo_gap_ev=4.8
Tl -0.40007 -0.28704 0.48575
C -0.70261 1.26744 -1.45989
Si -2.39373 1.85415 -1.44348
C -3.66455 0.48427 -1.08027
N -3.65812 -0.25651 0.18180
C -3.84773 0.59859 1.34195
C -3.82073 -0.20197 2.63553
C -4.92645 -1.25074 2.62265
C -4.72435 -2.14318 1.40321
C -4.67171 -1.30455 0.13352
C -3.10047 2.42959 -3.14399
C -3.34373 1.50575 -4.17007
C -3.76027 1.90370 -5.43413
C -3.94298 3.25190 -5.71763
C -3.70410 4.19034 -4.72329
C -3.28998 3.77921 -3.46010
C -2.67421 3.39568 -0.36226
C -1.61888 4.29009 -0.15651
C -1.77826 5.44474 0.60329
C -3.01066 5.74300 1.16862
C -4.08456 4.88468 0.95618
C -3.91066 3.73080 0.20132
H 0.07404 2.00830 -1.26688
H -0.47087 0.66444 -2.33813
H -3.40794 -0.24770 -1.85830
H -4.68051 0.85538 -1.32971
H -4.81443 1.13872 1.27234
H -3.05594 1.35093 1.35280
H -3.91426 0.47604 3.48839
H -2.84922 -0.70452 2.70774
H -5.89910 -0.74660 2.55761
H -4.92233 -1.83888 3.54433
H -5.52401 -2.88421 1.30820
H -3.77830 -2.67875 1.51115
H -5.66554 -0.84243 -0.04453
H -4.45784 -1.93902 -0.72864
H -3.18927 0.44561 -3.98766
H -3.93650 1.15911 -6.20301
H -4.26088 3.56669 -6.70555
H -3.84004 5.24702 -4.93037
H -3.11190 4.53326 -2.69933
H -0.64833 4.06850 -0.58612
H -0.93151 6.10301 0.76075
H -3.13474 6.63606 1.77112
H -5.05554 5.10982 1.38484
H -4.76595 3.08303 0.03454
O -1.77943 -4.01678 1.39673
C -1.35486 -5.09365 1.04946
C -0.09883 -5.39547 0.37817
C 0.15746 -6.74521 0.17851
C 1.31503 -7.17309 -0.42824
C 2.26888 -6.23287 -0.89741
C 2.04486 -4.90676 -0.73463
C 0.86561 -4.39071 -0.05499
O 0.75438 -3.15748 0.11450
N 1.55388 -8.58075 -0.57769
O 2.59716 -8.94220 -1.08458
O 0.71319 -9.37111 -0.18901
H -1.96582 -6.00353 1.24523
H -0.56636 -7.48136 0.50972
H 3.16376 -6.59416 -1.38416
H 2.74237 -4.15481 -1.08724
O 0.80981 -3.05846 2.55514
H -0.03350 -2.61728 2.73499
H 0.93210 -2.85456 1.59583
I 1.63338 3.15600 1.37500
O -1.25477 -1.99717 -2.05364
H -1.25824 -2.50620 -1.23125
H -0.30559 -1.85656 -2.23414
S -0.41963 0.25996 5.58454
C -0.11115 0.49102 3.87744
N -0.84946 1.35266 3.29295
C -1.73664 1.94189 4.18332
C -2.64581 2.94380 3.84481
C -3.48281 3.43131 4.82731
C -3.42294 2.93233 6.13739
C -2.51831 1.94974 6.48675
C -1.66443 1.46254 5.49510
H 0.66901 -0.06478 3.34953
H -2.67669 3.31651 2.82636
H -4.19394 4.21127 4.58308
H -4.09811 3.32423 6.88911
H -2.47497 1.56909 7.49972
N 3.13384 -2.66060 3.79043
C 3.49549 -1.22172 4.00277
P 3.62699 -0.81592 2.19472
O 4.50894 -1.95982 1.76871
O 2.20007 -0.69091 1.79738
C 4.47641 0.76233 1.92798
N 4.11350 1.23057 0.57960
H 2.16755 -2.73143 3.32105
H 3.20496 -3.25690 4.60477
H 3.80444 -2.94860 3.03686
H 4.43115 -1.15161 4.55757
H 2.69715 -0.69911 4.52723
H 5.54914 0.60116 2.04975
H 4.13326 1.50055 2.66433
H 3.07964 2.16358 1.11617
H 3.79820 0.48931 -0.07172
H 4.85459 1.75660 0.13643
C 7.31370 1.75939 -5.65772
C 6.26144 1.16755 -4.75398
C 4.91266 1.44209 -4.93619
C 3.92886 0.89650 -4.11333
C 2.49100 1.25196 -4.37765
C 4.28054 0.03055 -3.05436
Te 2.75910 -0.79498 -1.80075
C 5.65256 -0.24179 -2.85879
C 6.16763 -1.12568 -1.74588
C 6.60485 0.32530 -3.70724
H 6.85733 2.38307 -6.42920
H 7.89643 0.98119 -6.15970
H 8.02037 2.38239 -5.10099
H 4.60962 2.10214 -5.74617
H 2.40688 1.91695 -5.24169
H 2.03707 1.73196 -3.50681
H 1.89371 0.35416 -4.55444
H 5.35952 -1.63909 -1.23142
H 6.71012 -0.53258 -1.00026
H 6.86686 -1.87012 -2.14137
H 7.65556 0.09045 -3.53754

# 4
41
Properties=species:S:1:pos:R:3 method="wB97M-V/def2-TZVPD" e_homo_ev=-8.794 largest_force_ev_per_a=3.0 lumo_ev=-0.066 homo_lumo_gap_ev=8.7
N 1.04765 -0.80637 1.87872
C -0.00568 -0.34291 2.79896
C -1.40483 -0.39456 2.17133
C -2.02767 1.01350 2.44295
N -1.25807 2.06714 2.02948
O -3.15336 1.06378 2.90513
H 1.39500 -0.10474 1.28611
H 0.93964 -1.73314 1.53855
H 0.10890 -0.82038 3.74149
H 0.20008 0.72017 3.06047
H -2.17111 -1.16866 2.50491
H -1.42118 -0.59516 1.08178
H -1.70499 2.97405 1.99671
H -0.65856 1.94989 1.18217
O -0.05906 -3.42408 -1.54448
H -0.26443 -2.49684 -1.50122
H 0.01012 -3.49216 -2.50642
O -0.37562 -1.05017 -3.21969
H 0.09720 -0.22357 -3.42756
H -1.20635 -0.64457 -2.95389
O 3.48109 0.31129 1.27726
H 3.28717 -0.54853 1.64712
H 4.26885 0.74862 1.62184
O -0.21636 3.12745 -1.00104
H 0.20593 3.64978 -1.69245
H -1.01159 3.61244 -0.83160
O 1.97624 -3.17502 0.28616
H 2.40202 -4.00889 0.12903
H 1.10308 -3.25799 -0.13502
O 3.30702 0.64798 -1.37844
H 3.38177 -0.29347 -1.58547
H 3.22590 0.59768 -0.34863
O -3.88829 -0.23793 -0.32886
H -4.61774 -0.82484 -0.41378
H -4.05558 0.28900 0.46456
O 1.49284 1.10493 -3.27681
H 1.92162 0.26854 -3.01548
H 0.96615 1.32067 -2.49094
O -1.74083 1.13468 -1.70698
H -1.01761 1.45074 -1.13626
H -2.55935 1.59164 -1.54970